No. 1
64
Properties=species:S:1:pos:R:3:forces:R:3:lowdin_charge:R:1 method="wB97M-V/def2-TZVPD" s_squared=6.23 e_tot_ha=-5225.18098 charge=0 spin_multiplicity=5
Mn -1.01079 0.74129 0.62501 0.70 0.80 1.00 0.58
O -3.16996 -4.58041 2.12970 -0.02 -0.13 0.08 0.14
C -3.36004 -3.79808 3.17299 -0.13 0.09 0.08 -0.50
O -3.77002 -4.20568 4.23223 0.01 0.01 -0.04 0.10
C -3.06162 -2.34468 3.00003 0.18 -0.12 -0.10 -0.04
C -3.34229 -1.41635 3.96998 -0.12 0.08 0.13 0.01
N -2.90667 -0.23045 3.51152 -0.07 0.12 0.14 0.03
N -2.35072 -0.31762 2.30200 0.00 -0.17 -0.04 0.07
C -2.43090 -1.59758 1.97602 -0.04 -0.03 -0.13 -0.12
C -1.86475 -2.00973 0.64796 0.23 0.32 -0.11 -0.52
O -2.07156 -3.14340 0.23250 0.06 -0.09 -0.03 0.08
O -1.17911 -1.10523 0.03791 -0.15 -0.76 0.02 -0.17
H -2.80425 -4.07248 1.35782 0.09 0.02 -0.18 0.06
H -3.82702 -1.53953 4.92750 0.08 0.02 -0.11 0.14
H -3.00083 0.66378 3.95534 -0.02 0.11 0.01 0.16
N 1.44504 1.57240 4.00706 -0.08 -0.01 -0.07 0.20
C 0.51299 1.47536 3.04257 0.06 0.04 0.14 -0.53
O 0.44058 0.46942 2.33211 -0.18 -0.01 -0.30 -0.02
C -0.45465 2.61352 2.86255 -0.02 -0.14 -0.21 -0.17
C -0.99985 2.65332 1.42897 0.05 0.11 0.24 -0.23
H 2.05965 0.79475 4.17423 0.03 -0.06 0.00 0.12
H 1.50397 2.37868 4.60065 -0.02 0.03 0.01 0.11
H 0.01024 3.55855 3.15663 -0.02 0.03 0.08 0.12
H -1.26696 2.42752 3.57348 0.03 0.03 0.03 0.11
H -0.35148 3.25562 0.79318 0.08 -0.08 -0.11 0.04
H -1.96829 3.14233 1.42025 -0.15 -0.05 -0.05 0.05
Se -2.59086 1.39737 -1.01767 -0.47 0.04 -0.52 0.79
C -2.56772 3.29542 -1.22378 0.24 -0.15 0.08 -0.65
C -3.71978 4.04744 -1.05162 -0.05 0.07 0.01 -0.12
C -3.65436 5.41980 -1.25297 0.13 0.09 -0.02 -0.15
N -2.54192 6.06859 -1.59954 -0.02 -0.11 0.03 0.05
C -1.44002 5.33277 -1.76617 -0.14 0.03 0.01 -0.15
C -1.40096 3.95757 -1.59509 -0.10 0.11 -0.01 -0.13
H -4.65040 3.57203 -0.76676 0.03 0.05 -0.01 0.10
H -4.54141 6.03371 -1.12269 0.04 -0.05 -0.02 0.10
H -0.54665 5.87580 -2.06077 -0.02 -0.04 0.02 0.10
H -0.48641 3.40065 -1.75136 0.03 0.02 -0.03 0.09
C 1.31137 -3.81493 -1.19806 -0.07 0.03 -0.04 -0.07
C 2.63273 -3.06349 -1.18406 -0.02 0.02 -0.09 -0.20
N 2.97327 -2.46129 -2.47228 -0.06 -0.01 -0.02 -0.05
C 3.23714 -3.36214 -3.59939 -0.09 0.06 0.00 -0.20
C 2.10823 -3.37625 -4.62446 0.02 0.02 0.05 -0.07
C 3.13595 -1.13802 -2.69460 -0.13 0.03 -0.19 -0.43
O 3.53130 -0.68430 -3.76142 0.01 -0.09 0.19 0.07
C 2.79203 -0.16202 -1.59685 0.01 -0.06 -0.05 -0.11
C 3.80419 0.57643 -1.00864 0.11 0.04 0.05 0.01
C 3.47414 1.56535 -0.09688 0.15 0.02 -0.08 -0.03
C 2.14157 1.78348 0.18224 -0.25 0.23 0.02 -0.13
N 1.15158 1.08821 -0.37769 0.00 -0.55 -0.14 0.04
C 1.47736 0.12885 -1.25473 -0.01 0.13 0.04 -0.04
H 1.09263 -4.20594 -0.20342 0.01 0.00 -0.02 0.08
H 1.33952 -4.65976 -1.88954 -0.01 0.05 0.02 0.07
H 0.48876 -3.15776 -1.48453 -0.01 -0.02 0.03 0.07
H 3.44293 -3.74352 -0.90836 0.05 -0.01 0.02 0.12
H 2.60475 -2.28002 -0.43153 0.02 0.06 0.02 0.11
H 3.39466 -4.35800 -3.18474 0.01 0.00 0.02 0.12
H 4.15968 -3.04071 -4.07984 0.06 0.00 0.00 0.12
H 1.16230 -3.66509 -4.16278 0.04 0.00 -0.03 0.07
H 2.33528 -4.08668 -5.42264 -0.01 0.04 0.04 0.08
H 1.99647 -2.38624 -5.06691 -0.01 -0.05 0.02 0.07
H 4.83819 0.38482 -1.27252 -0.06 0.02 -0.01 0.13
H 4.23771 2.17084 0.37318 -0.04 -0.02 0.00 0.11
H 1.84385 2.57450 0.86523 0.03 -0.11 0.01 0.11
H 0.65217 -0.41279 -1.70655 0.00 -0.01 0.08 0.13

=====

No. 2
45
Properties=species:S:1:pos:R:3:forces:R:3:lowdin_charge:R:1 method="wB97M-V/def2-TZVPD" s_squared=8.80 e_tot_ha=-2198.86295 charge=-2 spin_multiplicity=6
Ir -2.96075 -1.44160 1.23323 0.12 0.09 0.53 1.31
O -6.26431 -2.87908 2.45612 0.08 0.03 0.02 -0.37
S -5.73126 -1.62880 1.95240 -0.37 -0.04 0.03 0.25
O -6.68297 -0.53268 1.98590 0.16 0.00 -0.05 -0.37
O -5.12686 -1.80703 0.57285 -0.15 0.03 -0.17 -0.56
O -4.46325 -1.23385 2.75229 0.32 -0.10 -0.27 -0.52
O 0.53224 -3.35480 2.92737 -0.01 -0.10 0.03 -0.01
C -0.34454 -3.03517 2.12417 -0.02 0.27 0.03 -0.63
O -1.48300 -2.56132 2.46481 -0.05 -0.03 -0.31 -0.19
C -0.00972 -3.22133 0.63664 -0.04 -0.09 -0.03 -0.15
C 1.35375 -3.36930 0.37019 0.02 -0.01 0.01 -0.05
C 1.84154 -3.62797 -0.89686 0.02 -0.01 -0.02 -0.12
C 0.94272 -3.77095 -1.94739 0.00 0.02 -0.01 -0.14
C -0.40907 -3.61871 -1.71328 -0.02 0.02 -0.01 -0.15
C -0.91604 -3.33109 -0.43537 0.07 0.04 0.13 -0.60
S -2.67348 -3.19588 -0.34782 -0.08 -0.13 0.09 0.60
H 2.01979 -3.29095 1.21913 -0.01 0.00 -0.02 0.11
H 2.90822 -3.72353 -1.06496 0.00 0.00 0.01 0.09
H 1.29413 -3.99142 -2.94982 0.00 0.01 -0.01 0.09
H -1.11690 -3.71638 -2.52807 0.01 0.01 0.01 0.08
C -1.58725 -0.08559 0.67628 -0.01 0.00 0.05 -0.19
C -0.69526 0.70169 0.34540 -0.01 0.05 -0.01 -0.14
C 0.29926 1.58945 -0.03334 -0.06 -0.08 -0.03 -0.16
C 1.07889 1.28657 -1.23437 0.04 -0.13 -0.10 -0.17
C 1.26405 -0.04929 -1.62835 -0.03 0.05 0.02 0.00
C 1.95863 -0.36254 -2.78259 0.03 0.00 -0.02 -0.08
C 2.48685 0.64141 -3.58665 -0.01 0.00 0.01 -0.12
C 2.29751 1.96757 -3.22093 0.02 0.03 -0.02 -0.11
C 1.60344 2.28770 -2.06535 0.00 0.01 0.03 -0.06
C 0.52625 2.78546 0.76459 0.00 0.08 0.10 -0.18
C -0.48890 3.27903 1.60397 0.03 -0.02 -0.03 -0.02
C -0.28511 4.39643 2.39166 -0.01 0.01 0.01 -0.10
C 0.93796 5.05926 2.38224 0.00 0.00 0.01 -0.12
C 1.96056 4.57074 1.57882 0.00 0.01 0.00 -0.11
C 1.76248 3.45310 0.78544 0.00 0.01 0.00 -0.05
H 0.85301 -0.83978 -1.01080 0.00 0.00 -0.01 0.10
H 2.08685 -1.40415 -3.04987 -0.01 0.01 0.01 0.09
H 3.02904 0.39404 -4.49165 0.00 0.00 0.00 0.09
H 2.68225 2.76381 -3.84860 0.00 0.00 0.00 0.09
H 1.43802 3.32846 -1.81488 0.00 -0.03 0.00 0.11
H -1.43883 2.75971 1.62540 0.01 0.00 -0.01 0.11
H -1.09046 4.75123 3.02410 0.01 0.00 0.00 0.10
H 1.09538 5.93317 3.00289 0.00 0.00 0.00 0.08
H 2.93044 5.05548 1.57971 0.00 0.01 0.01 0.09
H 2.58473 3.06885 0.19537 -0.03 0.01 0.01 0.10

=====

No. 3
20
Properties=species:S:1:pos:R:3:forces:R:3:lowdin_charge:R:1 method="wB97M-V/def2-TZVPD" smiles="CC/C(C)=C(/C)N" e_tot_ha=-291.11147 charge=0
C -1.88184 1.60149 1.11945 2.14 -1.01 0.22 -0.08
C -0.68680 1.43764 0.13699 1.25 0.25 -1.42 -0.23
C 0.27226 0.27438 0.18634 1.09 -2.50 1.43 -0.29
C 1.34700 0.33917 1.27003 -1.84 1.48 1.04 -0.07
C 0.32387 -0.81053 -0.61883 -1.55 1.92 -1.26 -0.34
C 0.97521 -2.13592 -0.37569 -1.06 -1.24 1.04 -0.06
N -0.35578 -0.74877 -1.88120 0.03 -1.44 0.70 0.06
H -1.60761 2.25048 1.94290 -0.11 0.37 0.04 0.06
H -2.69760 2.01180 0.54122 -0.50 -0.31 0.38 0.06
H -1.96390 0.60744 1.57956 -1.06 0.22 -0.27 0.08
H 0.03047 2.28556 0.17940 -0.95 0.20 -0.29 0.12
H -1.13091 1.34088 -0.85513 0.02 0.72 -0.08 0.08
H 0.83235 1.01363 1.98562 1.00 -0.01 0.20 0.07
H 2.25658 0.81346 0.91507 0.12 0.21 -0.11 0.07
H 1.63416 -0.50413 1.87792 -0.16 -0.79 -0.30 0.06
H 0.49822 -2.92641 -1.00895 0.86 0.84 -0.11 0.09
H 0.73592 -2.58200 0.62349 0.07 0.92 -0.39 0.09
H 2.04754 -2.12113 -0.38509 0.61 -0.11 -0.57 0.07
H -0.63707 0.14384 -2.23977 0.28 0.17 0.03 0.06
H 0.12026 -1.32808 -2.55349 -0.24 0.12 -0.27 0.07

=====

No. 4
16
Properties=species:S:1:pos:R:3:forces:R:3:lowdin_charge:R:1 method="wB97M-V/def2-TZVPD" smiles="C=C(NC(N)=O)OC" e_tot_ha=-417.13113 charge=0
C 1.08393 1.40446 1.41181 0.03 -0.07 -0.09 0.04
C 0.64059 0.60368 0.43979 -1.45 -0.81 2.04 -0.45
N 0.65560 0.71722 -0.89434 -1.74 -2.55 -0.20 0.14
C -0.27164 -0.56513 -1.40468 0.44 2.75 -2.91 -0.48
N 0.51215 -1.29469 -2.24366 -0.12 0.27 1.17 0.16
O -1.47340 -0.54408 -1.49621 1.07 0.34 0.71 0.08
O -0.12555 -0.59994 0.70880 0.85 1.51 0.68 -0.15
C -1.35881 -0.38635 1.41351 0.13 0.13 -0.14 -0.06
H 0.73039 1.30407 2.42870 0.39 -0.31 -0.02 0.05
H 1.73786 2.23215 1.17065 -0.26 0.12 -0.02 0.05
H 1.41003 1.23559 -1.31445 -0.12 -0.39 -0.67 0.13
H 0.00580 -1.70779 -3.01534 0.64 -0.55 0.31 0.12
H 1.47824 -1.37726 -1.96221 -0.15 -0.33 -0.84 0.11
H -1.16054 -0.04455 2.42972 0.02 -0.10 0.02 0.08
H -1.96836 0.35818 0.89630 0.07 -0.07 -0.03 0.10
H -1.89628 -1.33556 1.43160 0.20 0.07 -0.01 0.10

=====

Repeat the fourth record exactly.
16
Properties=species:S:1:pos:R:3:forces:R:3:lowdin_charge:R:1 method="wB97M-V/def2-TZVPD" smiles="C=C(NC(N)=O)OC" e_tot_ha=-417.13113 charge=0
C 1.08393 1.40446 1.41181 0.03 -0.07 -0.09 0.04
C 0.64059 0.60368 0.43979 -1.45 -0.81 2.04 -0.45
N 0.65560 0.71722 -0.89434 -1.74 -2.55 -0.20 0.14
C -0.27164 -0.56513 -1.40468 0.44 2.75 -2.91 -0.48
N 0.51215 -1.29469 -2.24366 -0.12 0.27 1.17 0.16
O -1.47340 -0.54408 -1.49621 1.07 0.34 0.71 0.08
O -0.12555 -0.59994 0.70880 0.85 1.51 0.68 -0.15
C -1.35881 -0.38635 1.41351 0.13 0.13 -0.14 -0.06
H 0.73039 1.30407 2.42870 0.39 -0.31 -0.02 0.05
H 1.73786 2.23215 1.17065 -0.26 0.12 -0.02 0.05
H 1.41003 1.23559 -1.31445 -0.12 -0.39 -0.67 0.13
H 0.00580 -1.70779 -3.01534 0.64 -0.55 0.31 0.12
H 1.47824 -1.37726 -1.96221 -0.15 -0.33 -0.84 0.11
H -1.16054 -0.04455 2.42972 0.02 -0.10 0.02 0.08
H -1.96836 0.35818 0.89630 0.07 -0.07 -0.03 0.10
H -1.89628 -1.33556 1.43160 0.20 0.07 -0.01 0.10